(1)
50
Properties=species:S:1:pos:R:3:forces:R:3 method="wB97M-V/def2-TZVPD" largest_force_ev_per_a=5.5 multiplicity=4 relative_energy_kcal_mol=16.10 total_charge=-1 orbital_gap_ev="4.338 / 4.761" e_tot_ha=-1143.3314 lumo_ev="2.911 / 2.822"
Re 0.689069 -0.700050 -0.323770 1.59 -0.83 -0.44
C 0.779459 -2.171890 1.216098 -0.44 -1.60 0.09
C -0.669140 -2.207889 1.215558 0.66 -0.37 -0.16
C -1.096351 -2.848520 0.029683 0.18 -1.12 -0.02
H -1.285644 -1.907554 2.058713 0.10 0.08 -0.27
C 0.032472 -3.168222 -0.765833 -0.26 -0.29 0.70
C 1.223042 -2.762984 -0.056535 -0.60 -1.05 0.79
H 2.233973 -3.062756 -0.306614 -0.14 0.00 0.10
H 1.387437 -2.018248 2.100453 -0.13 0.04 -0.17
H -2.121578 -3.112385 -0.207516 0.11 0.34 -0.13
H 0.033157 -3.729503 -1.694893 -0.05 0.15 0.21
C 1.663473 0.962330 0.821594 1.29 1.92 1.29
C 2.502095 -0.269648 0.607981 0.63 1.00 0.99
C 2.757320 -0.429153 -0.774730 0.31 0.14 -0.65
H 3.006968 -0.765434 1.426735 -0.05 -0.05 -0.15
C 1.971987 0.536798 -1.506561 0.52 -0.12 -0.94
C 1.253200 1.330862 -0.576000 -0.06 0.34 0.33
H 0.636031 2.191015 -0.788692 -0.13 -0.12 -0.07
H 2.287822 1.762809 1.253174 0.68 1.02 0.57
H 3.460495 -1.108503 -1.247996 -0.27 -0.03 0.20
H 1.950532 0.622774 -2.588012 0.11 0.10 0.23
O -1.000881 -0.362692 -1.055034 -4.93 1.46 -1.84
C -0.569250 -0.469025 -3.869344 0.15 0.18 -0.06
C -1.885421 -0.288401 -3.242910 -0.47 0.45 0.07
C 0.017702 -1.798586 -4.020320 0.49 -0.70 -0.03
C 0.045390 0.679611 -4.562973 0.27 0.26 -0.16
C -1.762032 0.473966 -1.908225 1.23 -1.63 1.24
H -2.370679 -1.259544 -3.067864 0.11 0.26 0.18
H -2.525157 0.279841 -3.930269 -0.27 0.14 -0.08
H -1.256381 1.449801 -2.011759 -0.31 -0.02 -0.28
H -2.738318 0.597009 -1.419249 -0.09 0.31 -0.31
H -0.472868 -2.371401 -4.829980 0.09 -0.03 -0.03
H -0.066967 -2.402371 -3.102767 -0.01 0.37 -0.37
H 1.084976 -1.703921 -4.273893 -0.20 -0.23 0.04
H -0.394019 0.828497 -5.565456 0.00 0.09 -0.01
H 1.123572 0.527058 -4.714498 -0.21 0.10 0.03
H -0.099262 1.615381 -4.007420 0.04 -0.06 -0.11
O 0.553738 0.342346 3.180141 -0.43 0.37 0.04
B 0.518388 0.974491 1.912800 -0.65 -1.02 -0.82
O -0.545016 1.912179 1.861920 0.01 -0.12 0.42
C -1.000003 2.014826 3.153533 1.25 -0.21 0.50
C -1.629011 3.111341 3.722355 -0.16 -0.23 -0.10
C -1.507647 3.276029 5.104648 -0.25 -0.11 0.01
C -0.856313 2.329909 5.895083 -0.28 -0.26 0.02
C -0.319643 1.164162 5.335303 -0.14 -0.11 -0.04
C -0.342077 1.050165 3.955839 0.31 1.17 -0.61
H -2.147961 3.834558 3.098198 0.26 -0.01 0.10
H -1.932719 4.164610 5.566897 0.08 -0.17 -0.05
H -0.755518 2.502505 6.965281 -0.13 -0.10 -0.19
H 0.137561 0.383806 5.937125 0.20 0.30 -0.04

(2)
79
Properties=species:S:1:pos:R:3:forces:R:3 method="wB97M-V/def2-TZVPD" largest_force_ev_per_a=3.6 multiplicity=4 relative_energy_kcal_mol=28.89 total_charge=+2 orbital_gap_ev="7.915 / 6.570" e_tot_ha=-5614.4544 lumo_ev="-4.743 / -6.414"
Re 14.668796 10.964734 14.152077 0.07 -0.39 0.87
O 16.271625 11.575972 15.276138 0.73 -0.13 -0.39
N 17.511081 11.086057 14.981690 -0.20 0.25 0.21
C 18.538420 11.554282 15.707974 -0.73 0.94 -0.14
C 19.808331 11.165671 15.426827 0.09 0.70 1.64
C 20.016479 10.254742 14.440816 2.13 -1.95 -1.37
C 18.965502 9.777401 13.692260 0.76 -0.25 0.48
C 17.698739 10.188314 14.001417 -1.65 0.12 -0.59
S 16.300365 9.623822 13.117673 0.66 -0.31 -0.16
H 18.298976 12.338615 16.416320 -0.16 -0.30 0.07
H 20.538588 11.561674 16.117580 0.47 -0.13 -0.40
H 21.027420 9.794608 14.229456 -1.16 0.94 0.35
H 19.120683 9.019983 12.948599 -0.06 -0.07 -0.31
F 11.297069 14.068980 16.653381 0.53 0.27 0.35
C 12.326784 14.890374 17.007620 -0.41 -0.77 0.57
F 13.045458 14.282904 17.996806 -0.38 -0.20 -0.32
F 11.791821 15.960448 17.574435 -0.07 0.33 -0.28
C 13.221988 15.169917 15.850561 0.04 0.97 0.48
C 13.592894 16.471941 15.582381 -0.98 1.59 0.70
C 14.489188 16.795338 14.589365 1.09 -0.92 -0.93
C 15.128108 15.745004 13.904586 -1.32 -0.67 0.72
N 14.771110 14.470821 14.229383 0.72 0.58 -1.25
C 13.846111 14.176510 15.135036 1.03 -0.21 -0.70
S 13.577025 12.480940 15.520617 -0.88 0.00 0.32
H 13.129028 17.316999 16.157203 0.43 -1.05 -0.57
H 14.716924 17.811388 14.346863 0.08 0.43 0.03
H 15.859395 15.875332 13.066093 -0.71 -0.11 1.02
C 15.424109 7.109931 16.347107 -0.30 0.24 -0.70
N 14.978832 8.124635 17.308964 0.16 -0.74 -0.21
C 15.106190 7.874141 18.630081 0.39 -1.07 1.30
C 14.698041 8.756905 19.561973 -0.46 0.11 0.67
C 14.042904 9.955184 19.079443 0.59 -0.39 1.81
N 13.897725 10.168501 17.798671 0.16 -0.37 -2.08
C 14.394076 9.282560 16.900958 0.22 1.14 0.42
O 14.407896 9.469266 15.643241 -0.33 0.34 0.40
N 13.602098 10.897140 19.943595 0.35 -0.92 -0.22
H 16.471954 7.174260 16.082336 0.19 0.58 -0.12
H 14.794176 7.156045 15.457190 0.27 0.14 0.09
H 15.318264 6.135658 16.760241 -0.36 -0.70 0.65
H 15.552968 6.887835 18.926090 -0.44 1.16 -0.48
H 14.785327 8.515697 20.636515 -0.02 0.29 -0.82
H 13.690107 10.843444 20.948838 0.12 -0.26 -0.33
H 13.288810 11.754248 19.557414 -0.37 0.69 -0.32
C 10.217153 7.214727 13.097666 1.00 -0.30 -0.37
N 10.498787 8.282847 14.087139 0.27 -0.11 -0.40
C 11.461389 9.219846 14.176223 0.63 -0.16 -0.17
Se 13.022161 9.431593 13.054160 -1.43 -0.37 -0.45
N 11.179428 10.009542 15.213524 0.99 1.28 0.17
C 9.943530 9.649556 15.787227 0.64 1.73 1.28
C 9.148995 10.297078 16.789019 0.50 -0.60 -1.23
C 7.875649 9.737401 16.960801 -0.19 -0.32 1.55
C 7.509391 8.536897 16.275563 0.38 1.57 -0.95
C 8.292358 8.008423 15.256129 0.32 -0.33 1.13
C 9.569067 8.552029 15.093214 -1.61 -0.76 -0.85
H 9.406188 7.550170 12.435485 -0.05 -0.33 0.53
H 10.004915 6.288242 13.684637 -0.10 0.77 -0.73
H 11.068005 6.989131 12.396655 -0.48 0.51 1.10
H 11.835011 10.806044 15.421637 -1.22 -0.86 0.07
H 9.629699 11.190581 17.219112 -0.94 -0.44 0.18
H 7.088941 10.058818 17.746334 1.77 -0.04 -1.46
H 6.483766 8.269887 16.422824 -0.23 -0.75 0.02
H 8.053490 7.132397 14.686381 -0.59 -0.18 -0.12
C 13.138422 13.122814 11.054062 0.34 1.90 -0.78
Te 15.021452 12.627996 12.004534 -0.68 -0.43 -0.59
C 14.956317 11.151225 10.400638 0.18 -0.75 1.02
C 14.234123 11.773263 9.286362 -0.28 0.38 -1.46
C 14.377326 11.404982 7.939864 0.57 -0.18 0.46
C 13.775184 12.083753 6.888048 2.31 -2.72 -0.41
C 12.979840 13.102479 7.169090 -1.92 1.76 1.25
C 12.701945 13.426139 8.500350 0.98 0.31 0.90
C 13.358564 12.797426 9.599483 -0.80 0.28 -1.61
H 12.822264 14.175784 11.129493 0.53 -0.24 0.36
H 12.358986 12.567912 11.485574 -0.89 -1.11 0.70
H 14.419580 10.233298 10.704485 0.50 0.33 0.23
H 16.000962 10.959931 10.232443 0.30 -0.45 -0.40
H 15.034557 10.600620 7.668640 0.32 -0.33 0.16
H 14.059577 11.764326 5.876636 -0.42 0.30 0.40
H 12.527743 13.644708 6.372392 -0.38 0.56 -0.30
H 12.130522 14.318013 8.661066 -0.54 0.18 0.30

(3)
10
Properties=species:S:1:pos:R:3:forces:R:3 method="wB97M-V/def2-TZVPD" largest_force_ev_per_a=2.5 smiles="S=CN1CC1" relative_energy_kcal_mol=42.96 orbital_gap_ev=8.646 e_tot_ha=-570.1661 lumo_ev=-0.182
C -0.354864 0.354779 -0.326717 -1.41 -1.08 -0.52
C 1.343957 -0.178894 1.339426 1.07 -1.86 0.97
C 2.018259 0.384752 0.148943 -1.48 0.15 0.80
H -0.023026 1.373143 -0.495982 -0.54 0.42 -0.11
H 0.792927 0.375642 2.079069 -0.11 0.73 -0.23
H 1.798778 -1.072558 1.838779 -0.47 0.71 -0.69
H 1.929567 1.477198 0.045757 0.02 -0.64 -0.32
H 2.861429 -0.103962 -0.283398 0.48 -0.12 -0.04
N 0.747803 -0.454270 0.038695 0.08 1.07 -0.56
S -1.914900 -0.139588 -0.651562 2.36 0.61 0.70

(4)
21
Properties=species:S:1:pos:R:3:forces:R:3 method="wB97M-V/def2-TZVPD" largest_force_ev_per_a=1.9 smiles="CCNC(C)=O.O.O" relative_energy_kcal_mol=23.92 orbital_gap_ev=10.372 e_tot_ha=-440.6771 lumo_ev=0.665
C -2.412404 0.360156 1.117994 -0.43 0.53 -0.28
C -0.929027 0.257479 1.423283 -1.09 0.55 -0.09
N -0.093059 0.521052 0.384818 0.79 -1.03 -0.57
C -0.497536 0.644103 -1.025737 -0.35 1.74 0.19
C 0.669632 0.521493 -2.011424 -0.05 -0.86 1.19
O -0.594455 -0.040809 2.554186 0.91 0.01 -0.04
H -2.978766 0.534818 2.031863 0.27 -0.23 0.07
H -2.749385 1.131685 0.401708 0.57 -0.31 0.17
H -2.690525 -0.601828 0.705954 -0.32 -0.29 -0.10
H 0.879900 0.256382 0.491515 0.00 0.11 0.53
H -0.799618 1.693049 -1.129958 -0.49 -0.13 -0.10
H -1.378018 0.032234 -1.237531 0.35 -0.17 -0.19
H 1.507700 1.059424 -1.580458 0.35 -0.05 0.21
H 0.452026 1.091836 -2.901235 -0.26 -0.45 -0.55
H 0.942930 -0.544158 -2.144583 0.03 1.12 -0.69
H 1.043803 -3.380556 -1.291849 -0.29 1.09 0.43
H 0.660076 -1.835737 -0.923076 -0.14 -0.35 1.20
O 0.900746 -2.462539 -1.589885 0.39 -1.23 -1.33
H 1.930264 0.321623 2.615736 0.23 0.75 0.22
H 3.459375 0.490232 1.964132 -0.96 0.35 0.63
O 2.676341 -0.049940 2.144547 0.50 -1.15 -0.91